# 1
{
  "formula": "C12H18BrNNiO2PTe",
  "method": "wB97M-V/def2-TZVPD",
  "species": ["Ni", "Br", "C", "C", "C", "C", "C", "N", "C", "O", "O", "H", "H", "H", "Te", "C", "C", "P", "C", "C", "C", "C", "H", "H", "H", "H", "H", "H", "H", "H", "H", "H", "H", "H", "H", "H", "H"],
  "xyz": [[0.39459, 0.01931, 2.05615], [4.20608, 0.21770, 1.38028], [3.00043, -1.06537, 0.65173], [3.41484, -1.62570, -0.55432], [2.50983, -2.49089, -1.20235], [1.35945, -2.88804, -0.56832], [1.06808, -2.29528, 0.66099], [1.85264, -1.33456, 1.21016], [-0.31256, -2.56558, 1.35329], [-0.97358, -3.53738, 1.09384], [-0.63398, -1.62401, 2.11957], [4.34854, -1.27475, -0.97749], [2.79396, -2.92633, -2.15305], [0.73281, -3.62288, -1.02747], [1.03676, 2.07901, 3.14377], [1.76774, 2.25131, -0.93601], [0.26089, 2.48089, -0.67926], [-0.59579, 1.03656, 0.18351], [-2.22394, 1.89119, 0.55768], [-2.98112, 1.19439, 1.68297], [-1.19532, 0.10394, -1.30815], [-2.31205, -0.93821, -1.15206], [2.26505, 3.22427, -1.14695], [1.94652, 1.53875, -1.74609], [2.21902, 1.84888, -0.00377], [-0.21918, 2.75328, -1.66250], [0.21881, 3.25384, 0.09662], [-2.76864, 1.85177, -0.35556], [-1.98318, 2.95344, 0.75412], [-3.13118, 0.10213, 1.45514], [-3.96471, 1.66855, 1.80559], [-2.45544, 1.20951, 2.60618], [-0.30191, -0.47969, -1.64936], [-1.47975, 0.70345, -2.17899], [-2.04564, -1.83633, -0.60305], [-2.56580, -1.31788, -2.16883], [-3.25226, -0.55928, -0.73803]],
  "spin_multiplicity": 3,
  "homo_ev": [-3.1343, -3.1198],
  "relative_energy_kj_mol": 23.77,
  "orbital_gap_ha": [0.212, 0.210],
  "s2": 2.031,
  "total_charge": -1
}

***

# 2
{
  "formula": "C31H46N4P2RuSi",
  "method": "wB97M-V/def2-TZVPD",
  "species": ["Ru", "C", "C", "C", "C", "C", "C", "C", "C", "C", "H", "H", "H", "H", "H", "H", "H", "H", "H", "H", "H", "H", "H", "H", "H", "P", "P", "N", "N", "N", "N", "C", "C", "C", "C", "C", "C", "C", "C", "C", "C", "C", "C", "C", "C", "C", "C", "C", "C", "H", "H", "H", "H", "H", "H", "H", "H", "H", "H", "H", "H", "H", "H", "H", "H", "H", "H", "H", "H", "C", "Si", "C", "C", "C", "H", "H", "H", "H", "H", "H", "H", "H", "H", "H", "H"],
  "xyz": [[0.24321, -1.92059, -0.74634], [0.59350, -2.54859, -2.84314], [-0.15485, -1.27231, -2.54528], [-1.61582, -1.21582, -2.93622], [-2.53339, -1.80015, -1.84387], [-1.72812, -2.17608, -0.60038], [-0.96496, -3.42396, -0.60981], [-1.01535, -4.31290, -1.83203], [-0.17967, -3.85546, -3.03318], [-1.46429, 0.58287, 1.63604], [1.07199, -2.30643, -3.80654], [0.40286, -0.40188, -2.88492], [-1.77289, -1.72131, -3.90222], [-1.85310, -0.15262, -3.08220], [-3.31313, -1.06736, -1.57525], [-3.05142, -2.69448, -2.22739], [-2.19723, -1.86831, 0.32196], [-0.91876, -3.95015, 0.34474], [-2.06262, -4.44135, -2.13717], [-0.66173, -5.31276, -1.50599], [0.55840, -4.63529, -3.22400], [-0.76766, -3.78020, -3.94822], [-0.90748, 0.12493, 0.79289], [-2.14387, -0.19170, 1.99121], [-0.74331, 0.85743, 2.41387], [-2.32985, 1.99219, 1.00587], [0.87936, 0.95673, -0.64678], [-3.99127, 1.69310, 1.16364], [-2.08804, 3.41553, 1.88604], [2.73594, -1.60380, -1.95193], [2.37844, 1.73377, -1.07083], [-1.83684, 2.03133, -0.72944], [-0.32541, 2.26365, -1.04698], [-4.59163, 0.52852, 1.66560], [-5.94148, 0.57723, 1.39506], [-6.20262, 1.81019, 0.71052], [-4.99827, 2.47954, 0.57424], [-2.33958, 3.58527, 3.26770], [-2.00393, 4.88020, 3.61517], [-1.51904, 5.54116, 2.43577], [-1.57188, 4.62805, 1.39495], [1.83155, -2.77923, -1.96955], [2.73602, -3.92418, -2.44910], [4.00788, -3.42864, -2.47969], [3.95517, -2.00990, -2.19030], [3.32833, 1.26729, -1.98746], [4.52474, 1.94570, -1.79922], [4.32637, 2.85219, -0.70865], [3.02240, 2.68953, -0.26627], [-2.43151, 2.82901, -1.21270], [-2.16901, 1.05524, -1.13605], [-0.23260, 2.41829, -2.13696], [0.01634, 3.16579, -0.51095], [-4.00069, -0.21557, 2.17774], [-6.65048, -0.19611, 1.65630], [-7.17150, 2.14422, 0.36605], [-4.74738, 3.41912, 0.11743], [-2.73496, 2.75543, 3.84366], [-2.10067, 5.31826, 4.59776], [-1.18271, 6.56293, 2.37359], [-1.31644, 4.72817, 0.35006], [1.56680, -3.09246, -0.88883], [2.33518, -4.89879, -2.69494], [4.93190, -3.98314, -2.64747], [4.84764, -1.35580, -2.20982], [3.03105, 0.49696, -2.68576], [5.43595, 1.79653, -2.37638], [5.05197, 3.54640, -0.30344], [2.48752, 3.15639, 0.54637], [1.75912, 1.27256, 2.56224], [2.20861, -0.55504, 2.30653], [4.08079, -0.51819, 2.09542], [1.75267, -1.44557, 3.91019], [1.50710, -1.76577, 0.98250], [1.28715, 1.38072, 3.55791], [1.08956, 1.71169, 1.80383], [2.69228, 1.86374, 2.57504], [4.53082, -0.01945, 2.96716], [4.46942, -1.54377, 2.04355], [4.37735, 0.02698, 1.18859], [0.87378, -0.98788, 4.38717], [1.52910, -2.49737, 3.68610], [2.59628, -1.40676, 4.61361], [2.43597, -2.18629, 0.52742], [1.03693, -2.62139, 1.53217]],
  "spin_multiplicity": 5,
  "homo_ev": [-12.9293, -13.1506],
  "orbital_gap_ha": [0.267, 0.209],
  "s2": 6.019,
  "total_charge": 2
}

***

# 3
{
  "formula": "C82H60AsCl4CsN15O",
  "method": "wB97M-V/def2-TZVPD",
  "species": ["Cs", "Cl", "C", "C", "C", "C", "C", "C", "C", "C", "C", "C", "C", "C", "C", "C", "C", "C", "Cl", "C", "C", "C", "N", "C", "C", "C", "C", "C", "C", "Cl", "C", "C", "C", "C", "C", "C", "N", "C", "C", "C", "C", "C", "N", "C", "C", "C", "C", "Cl", "C", "C", "C", "C", "N", "H", "H", "H", "H", "H", "H", "H", "H", "H", "H", "H", "H", "H", "H", "H", "H", "H", "H", "H", "H", "H", "H", "H", "H", "C", "C", "C", "C", "N", "C", "C", "C", "C", "C", "C", "N", "C", "C", "C", "C", "C", "N", "H", "H", "H", "H", "H", "H", "H", "H", "H", "H", "H", "C", "N", "C", "N", "C", "N", "C", "C", "C", "C", "C", "C", "C", "N", "N", "C", "O", "C", "C", "C", "C", "C", "C", "N", "C", "N", "C", "N", "C", "H", "H", "H", "H", "H", "H", "H", "H", "H", "H", "H", "H", "H", "H", "H", "H", "C", "As", "C", "C", "H", "H", "H", "H", "H", "H", "H", "H", "H"],
  "xyz": [[-0.48546, 1.33214, -1.12572], [4.05660, 4.12268, -8.44934], [2.83115, 3.84424, -7.24291], [1.91706, 4.84261, -6.95713], [0.93964, 4.61989, -6.00228], [0.85053, 3.40155, -5.31582], [1.78114, 2.40504, -5.64734], [2.76026, 2.62009, -6.60012], [-0.22655, 3.11724, -4.36614], [-0.80551, 1.80887, -4.25494], [-2.24670, 1.68187, -4.15927], [-2.48644, 0.39368, -3.86266], [-1.19496, -0.26125, -3.78970], [-1.13346, -1.61140, -3.37345], [-0.19539, -2.57922, -3.93594], [-0.37206, -3.96337, -3.81373], [0.50164, -4.86972, -4.38733], [1.59680, -4.40569, -5.09269], [2.71269, -5.54119, -5.79412], [1.79741, -3.04380, -5.25354], [0.91076, -2.14771, -4.68781], [-2.15158, -1.87896, -2.39784], [-2.49713, -0.85594, -1.58173], [-3.62925, -1.19844, -0.93098], [-4.40544, -0.31791, -0.15293], [-5.60111, -0.91631, 0.49565], [-6.87874, -0.43719, 0.19639], [-8.01146, -1.00435, 0.75555], [-7.86791, -2.06573, 1.63471], [-9.28550, -2.81038, 2.31691], [-6.61570, -2.55009, 1.96829], [-5.49133, -1.97460, 1.39586], [-4.26992, 1.08656, -0.04808], [-5.06663, 1.86987, 0.88579], [-4.79922, 3.16806, 0.62416], [-3.82989, 3.17809, -0.46327], [-3.50130, 1.91386, -0.80438], [-3.36595, 4.39466, -1.03403], [-2.34752, 4.55410, -1.97883], [-1.89097, 5.81452, -2.56446], [-0.94599, 5.49836, -3.48154], [-0.87712, 4.04148, -3.52117], [-1.67451, 3.53784, -2.54592], [-4.10091, 5.63093, -0.64707], [-5.44589, 5.77702, -0.98774], [-6.14465, 6.93111, -0.67311], [-5.49407, 7.95029, 0.00296], [-6.35591, 9.41347, 0.38518], [-4.16451, 7.82985, 0.36512], [-3.47529, 6.67168, 0.03665], [-4.00627, -2.54427, -1.31094], [-3.07428, -2.97377, -2.21154], [-0.20206, 0.61423, -4.11976], [1.95466, 5.77956, -7.49642], [0.20828, 5.39383, -5.82901], [1.71390, 1.44496, -5.15490], [3.46439, 1.83948, -6.85600], [-2.96232, 2.45677, -4.36983], [-3.44266, -0.09155, -3.76777], [-1.22320, -4.34893, -3.27508], [0.32528, -5.93269, -4.29286], [2.64047, -2.69030, -5.83252], [1.05465, -1.08555, -4.82589], [-6.97473, 0.38925, -0.49469], [-8.99622, -0.63032, 0.51120], [-6.52243, -3.36820, 2.66984], [-4.50604, -2.33317, 1.66678], [-5.70842, 1.47367, 1.65569], [-5.19458, 4.03707, 1.12483], [-2.24091, 6.80256, -2.30815], [-0.38195, 6.19905, -4.07456], [-5.94592, 4.96860, -1.50546], [-7.18529, 7.04175, -0.94604], [-3.67478, 8.62982, 0.90387], [-2.44078, 6.55942, 0.33656], [-4.88911, -3.07705, -0.99034], [-3.11976, -3.89023, -2.77956], [1.02350, 5.98305, 0.70468], [2.04974, 6.11014, 1.62568], [2.13985, 5.18971, 2.65832], [1.18196, 4.18033, 2.74097], [0.22771, 4.03406, 1.82394], [0.14853, 4.91205, 0.83298], [1.15156, 3.29934, 3.94242], [1.36057, 3.88830, 5.19125], [1.29949, 3.10247, 6.32509], [1.00269, 1.76172, 6.18642], [0.78205, 1.25897, 4.90684], [0.87067, 2.00865, 3.80591], [0.33794, -0.14053, 4.70448], [-0.58695, -0.71269, 5.57563], [-1.12358, -1.94640, 5.25394], [-0.70766, -2.56545, 4.08987], [0.27499, -1.95038, 3.32658], [0.78261, -0.76348, 3.61953], [0.89924, 6.69543, -0.10013], [2.76005, 6.92506, 1.56176], [2.92742, 5.25886, 3.39738], [-0.66230, 4.76070, 0.12510], [1.54804, 4.95088, 5.26671], [1.45861, 3.53614, 7.30411], [0.93048, 1.11324, 7.04914], [-0.91960, -0.17653, 6.45427], [-1.86919, -2.40418, 5.89223], [-1.14312, -3.50052, 3.77850], [0.66696, -2.41325, 2.42824], [5.49044, -1.96180, 1.57276], [4.52402, -0.88118, 1.46972], [3.53639, -0.63777, 0.57926], [3.01131, 0.54883, 0.81477], [3.69513, 0.97925, 1.89708], [4.61856, 0.15301, 2.32477], [5.39045, -2.69447, 2.89110], [6.23731, -2.37044, 3.94137], [6.09557, -2.98955, 5.17424], [5.12112, -3.94836, 5.36913], [4.29981, -4.32106, 4.30704], [4.43184, -3.68411, 3.07056], [3.32300, -5.38466, 4.47747], [2.95607, -5.98949, 5.56266], [2.01800, -6.91712, 5.21058], [1.88765, -6.85948, 3.92382], [2.68269, -5.89298, 3.39526], [1.00319, -7.61183, 3.04928], [0.11908, -8.55869, 3.55658], [-0.76155, -9.18867, 2.69359], [-0.78804, -8.86343, 1.34630], [0.10238, -7.92870, 0.82642], [0.05033, -7.57486, -0.64572], [1.04645, -6.60336, -1.02172], [0.94573, -5.26664, -1.09884], [2.13492, -4.73943, -1.31248], [2.94769, -5.82492, -1.35763], [2.33228, -6.97043, -1.17440], [1.01332, -7.33343, 1.68023], [6.47601, -1.50321, 1.47917], [5.33858, -2.65205, 0.74293], [3.24147, -1.31674, -0.20773], [3.49935, 1.92504, 2.37348], [6.99455, -1.60900, 3.80322], [6.75616, -2.72010, 5.98776], [4.99795, -4.44075, 6.32420], [3.78697, -3.96805, 2.24782], [0.13104, -8.77880, 4.61542], [-1.44416, -9.93538, 3.07778], [-1.49655, -9.34928, 0.68539], [-0.93034, -7.16837, -0.89701], [0.22964, -8.47349, -1.23808], [0.01875, -4.72203, -0.99895], [4.01261, -5.76381, -1.51152], [1.76116, -6.65352, 1.29923], [4.41347, 3.83562, -0.17744], [2.74482, 3.09473, -0.94340], [2.54540, 4.53633, -2.26958], [3.62242, 1.82310, -2.15302], [5.09459, 4.13598, -0.97550], [4.89953, 3.08593, 0.44756], [4.18520, 4.70561, 0.43807], [3.48210, 4.70974, -2.80345], [2.24069, 5.46390, -1.78458], [1.77618, 4.25741, -2.98745], [4.28669, 2.33430, -2.85140], [2.86575, 1.27449, -2.71749], [4.19879, 1.11006, -1.56609]],
  "homo_ev": [-3.5831, -3.5864],
  "orbital_gap_ha": [0.176, 0.176],
  "total_charge": -1
}

***

# 4
{
  "formula": "C6H12N5O2",
  "method": "wB97M-V/def2-TZVPD",
  "species": ["C", "C", "C", "C", "C", "C", "N", "N", "N", "N", "N", "O", "O", "H", "H", "H", "H", "H", "H", "H", "H", "H", "H", "H", "H"],
  "xyz": [[1.02543, -2.28893, -0.72614], [2.48227, -2.58757, -0.66660], [-0.47111, 0.49809, -1.16378], [-1.86293, 1.24958, -1.00455], [-1.66694, 1.02230, 1.57105], [-0.23126, 0.44485, 1.26795], [2.04899, -0.56556, 0.30217], [3.08648, -3.61097, -1.04721], [-0.20615, -0.26549, 0.00323], [0.92406, -1.08986, -0.09273], [-1.80757, 1.88952, 0.36185], [3.01777, -1.52112, 0.10721], [0.68031, 1.51836, 1.14347], [0.18834, -2.92711, -0.93631], [-0.69203, -0.16764, -2.00137], [0.20813, 1.31359, -1.24103], [-2.06689, 2.04189, -1.73336], [-2.59128, 0.57611, -1.15907], [-2.40294, 0.08797, 1.64800], [-1.78246, 1.74167, 2.31599], [-0.10299, -0.09280, 2.24636], [4.07301, -3.67082, -0.97448], [-0.84276, 2.46377, 0.43357], [-2.59966, 2.58961, 0.41273], [1.59216, 1.35057, 0.93307]],
  "homo_ev": -11.0630,
  "relative_energy_kj_mol": 499.28,
  "orbital_gap_ha": 0.280,
  "total_charge": 1
}

***

# 5
{
  "formula": "C5H22NO6",
  "method": "wB97M-V/def2-TZVPD",
  "species": ["O", "C", "C", "N", "C", "C", "C", "H", "H", "H", "H", "H", "H", "H", "H", "H", "H", "H", "H", "H", "H", "O", "H", "H", "O", "H", "H", "O", "H", "H", "O", "H", "H", "O"],
  "xyz": [[-1.87804, 0.41437, 0.36715], [-1.42625, 1.61047, -0.27205], [0.01075, 1.30113, -0.83930], [0.78692, 0.39221, 0.09191], [1.98068, 1.14743, 0.54350], [1.77687, 2.65766, 0.23744], [0.92206, 2.51324, -1.02291], [-2.04890, -0.23742, -0.35681], [-2.17472, 1.91047, -1.01653], [-1.36461, 2.49465, 0.48589], [-0.09704, 0.71588, -1.84605], [0.21741, 0.03936, 0.90828], [1.09130, -0.40316, -0.45585], [3.05581, 0.59562, 0.05940], [2.33186, 0.95810, 1.69272], [2.75412, 3.19009, 0.05461], [1.13345, 3.22838, 0.94988], [0.31904, 3.52181, -1.09455], [1.54758, 2.64848, -2.00206], [-3.08898, 0.19379, -3.85718], [-2.18791, -0.95043, -4.34584], [-2.41882, -0.46544, -3.57819], [-2.41239, -2.80578, -1.25780], [-1.88375, -1.57776, -2.38641], [-1.71444, -2.33993, -1.68620], [0.69347, -2.65091, 0.11911], [0.04429, -2.21200, -1.13826], [0.85990, -2.19173, -0.72432], [2.71851, -1.91508, 3.40893], [3.71030, -1.88403, 2.10442], [2.92393, -1.36473, 2.66107], [-0.64235, -1.71929, 4.81243], [-2.03677, -1.31521, 4.18701], [-1.11914, -1.54636, 4.01690]],
  "homo_ev": -14.0126,
  "relative_energy_kj_mol": 244.28,
  "orbital_gap_ha": 0.423,
  "total_charge": 1
}

***

# 6
{
  "formula": "C3H9BrO3Si",
  "method": "wB97M-V/def2-TZVPD",
  "species": ["C", "C", "C", "O", "O", "O", "Si", "Br", "H", "H", "H", "H", "H", "H", "H", "H", "H"],
  "xyz": [[0.97971, -1.88801, -1.56546], [-2.38664, -0.18151, 1.64677], [1.75411, 1.89669, 0.40025], [-0.09779, -1.42536, -0.72343], [-1.09770, 0.15893, 1.17904], [0.95257, 1.05880, -0.33182], [-0.37969, 0.17211, -0.26905], [-1.74477, 1.00646, -1.82440], [1.95215, -1.74322, -1.08177], [1.00249, -1.42460, -2.60349], [0.81964, -3.09332, -1.65218], [-2.48857, -1.34223, 1.37574], [-3.01975, 0.36483, 1.01582], [-2.48918, 0.08678, 2.68034], [1.62649, 1.80840, 1.55260], [1.73761, 2.94624, 0.02759], [2.87930, 1.59901, 0.17346]],
  "homo_ev": -10.2066,
  "relative_energy_kj_mol": 0.00,
  "smiles": "CO[Si](Br)(OC)OC",
  "orbital_gap_ha": 0.402
}

***

Please write out number 6 again, unchanged.
{
  "formula": "C3H9BrO3Si",
  "method": "wB97M-V/def2-TZVPD",
  "species": ["C", "C", "C", "O", "O", "O", "Si", "Br", "H", "H", "H", "H", "H", "H", "H", "H", "H"],
  "xyz": [[0.97971, -1.88801, -1.56546], [-2.38664, -0.18151, 1.64677], [1.75411, 1.89669, 0.40025], [-0.09779, -1.42536, -0.72343], [-1.09770, 0.15893, 1.17904], [0.95257, 1.05880, -0.33182], [-0.37969, 0.17211, -0.26905], [-1.74477, 1.00646, -1.82440], [1.95215, -1.74322, -1.08177], [1.00249, -1.42460, -2.60349], [0.81964, -3.09332, -1.65218], [-2.48857, -1.34223, 1.37574], [-3.01975, 0.36483, 1.01582], [-2.48918, 0.08678, 2.68034], [1.62649, 1.80840, 1.55260], [1.73761, 2.94624, 0.02759], [2.87930, 1.59901, 0.17346]],
  "homo_ev": -10.2066,
  "relative_energy_kj_mol": 0.00,
  "smiles": "CO[Si](Br)(OC)OC",
  "orbital_gap_ha": 0.402
}